No. 1
Here is C40H31FeN8O5S2 as an isolated structure at a distorted geometry from the OMol25 dataset. Energies are from ωB97M-V/def2-TZVPD.

Values from the calculation:
Total charge ... -1
Energy ... -120200.9132 eV
Spin multiplicity ... 1

Atoms and positions in Å:
1 Fe -0.73862 0.06231 1.96099
2 O -0.89282 2.20061 5.36399
3 C -0.91742 1.33561 4.49999
4 N -0.61432 1.48031 3.17839
5 C 0.50708 2.18941 2.79309
6 C 0.74738 3.54251 2.92509
7 C 1.96238 4.05171 2.48919
8 C 2.94308 3.21071 1.98129
9 C 2.74228 1.84791 1.88229
10 C 1.50898 1.32171 2.26659
11 N 1.06508 0.04731 2.17849
12 C 1.77038 -1.12489 2.00709
13 O 2.96348 -1.30199 2.28959
14 C 0.88248 -2.13089 1.46799
15 C 1.28268 -3.45189 1.21449
16 C 0.43728 -4.31829 0.57739
17 C -0.83992 -3.84029 0.17929
18 C -1.17822 -2.54279 0.46989
19 N -0.37842 -1.68109 1.09509
20 C -1.12502 -0.10909 4.77969
21 C -0.80232 -0.64419 6.01709
22 C -0.77452 -2.02139 6.18079
23 C -1.11242 -2.81849 5.08159
24 C -1.44532 -2.21149 3.89569
25 N -1.42092 -0.88339 3.70409
26 H -0.02522 4.19111 3.30679
27 H 2.13638 5.11731 2.53669
28 H 3.87928 3.63121 1.64209
29 H 3.50068 1.19341 1.47799
30 H 2.26578 -3.74249 1.55349
31 H 0.71528 -5.34039 0.36939
32 H -1.53052 -4.48649 -0.33791
33 H -2.14852 -2.15079 0.18869
34 H -0.56692 0.03321 6.82469
35 H -0.49562 -2.46919 7.12209
36 H -1.14212 -3.89519 5.15929
37 H -1.73752 -2.79239 3.03299
38 N -1.79972 1.51821 -6.08631
39 C -1.67722 1.83161 -4.73741
40 C -0.42822 1.81731 -4.11741
41 C -0.30082 2.21161 -2.80031
42 C -1.41182 2.61291 -2.08451
43 C -2.65422 2.64821 -2.68701
44 C -2.78912 2.24711 -4.00341
45 S -1.17992 3.01661 -0.34601
46 O -2.24132 3.90311 0.07019
47 O 0.14808 3.53781 -0.20551
48 N -1.32372 1.57841 0.45519
49 C -2.54712 1.10701 0.54269
50 N -2.70522 0.16901 1.51359
51 C -3.92262 -0.29099 1.74669
52 C -5.01622 0.12121 0.99829
53 C -4.74562 1.01321 -0.03391
54 N -3.54292 1.49311 -0.27021
55 H -1.04652 0.96371 -6.46241
56 H -2.71232 1.19671 -6.36981
57 H 0.43488 1.48251 -4.67561
58 H 0.64338 2.19701 -2.28281
59 H -3.49972 2.97351 -2.10611
60 H -3.76152 2.24311 -4.47631
61 H -4.01172 -1.00259 2.55769
62 H -6.01252 -0.23989 1.19799
63 H -5.52072 1.36001 -0.70961
64 O 1.15598 0.90491 -0.54221
65 S 1.77478 -0.41299 -0.59101
66 C 3.27648 -0.25759 -1.60571
67 C 3.51898 0.88381 -2.34971
68 C 4.72398 1.02341 -3.01151
69 C 5.68838 0.02991 -2.91641
70 C 5.45658 -1.09519 -2.13761
71 C 4.25368 -1.23559 -1.47001
72 C 0.78298 -1.30449 -1.83291
73 C -0.50622 -0.83609 -2.02331
74 C -1.35852 -1.49169 -2.89051
75 C -0.91822 -2.61879 -3.56721
76 C 0.36488 -3.09799 -3.35361
77 C 1.21548 -2.45409 -2.47151
78 H 2.76388 1.65311 -2.37831
79 H 4.91718 1.91181 -3.59421
80 H 6.63138 0.14061 -3.43211
81 H 6.22428 -1.85089 -2.04181
82 H 4.07018 -2.08019 -0.82141
83 H -0.81692 0.04261 -1.48141
84 H -2.36302 -1.12199 -3.03791
85 H -1.57372 -3.12789 -4.26051
86 H 0.70688 -3.98199 -3.87361
87 H 2.21158 -2.83179 -2.29871

Forces on atoms 1 to 6 (eV/Å):
-3.135 -1.328 0.053
0.116 -0.160 0.676
0.406 0.998 -1.776
-1.177 0.277 1.628
1.235 0.631 0.084
-0.007 -0.142 -0.170

***

No. 2
Here is C40H31N8O3PbS3 as an isolated structure at a distorted geometry from the OMol25 dataset. Energies are from ωB97M-V/def2-TZVPD.

Values from the calculation:
Total charge ... +1
Energy ... -97790.7839 eV
Spin multiplicity ... 1
ΔE to the lowest compared entry with this formula, charge and spin ... 33.6 kcal per mole

Atoms and positions in Å:
1 Pb -0.68908 -0.21441 -0.55766
2 N 1.40782 6.75019 7.11544
3 C 1.22982 6.03089 6.24234
4 C 0.98902 5.13999 5.16754
5 C -0.15078 5.30149 4.37934
6 C -0.39788 4.42349 3.34264
7 C 0.46572 3.35899 3.09744
8 C 1.61442 3.21659 3.87254
9 C 1.88422 4.10539 4.89514
10 C 0.13152 2.35849 2.05424
11 C -0.29028 1.11839 2.54824
12 C -0.59978 0.84809 3.91224
13 C -1.07988 -0.43881 3.97494
14 C -1.02558 -0.93131 2.66464
15 N -0.55708 -0.01751 1.82464
16 C 0.22622 2.76029 0.72354
17 C 0.73472 4.02009 0.28514
18 C 0.66892 4.02109 -1.08386
19 C 0.11882 2.78079 -1.44686
20 N -0.14198 2.02469 -0.38886
21 H -0.83208 6.11339 4.58484
22 H -1.27858 4.54159 2.73084
23 H 2.30062 2.41019 3.66454
24 H 2.78002 4.00099 5.48864
25 H -0.50758 1.55079 4.71594
26 H -1.43328 -0.97641 4.83344
27 H -1.31858 -1.90621 2.32624
28 H 1.11352 4.79699 0.91974
29 H 0.97502 4.79139 -1.76336
30 H -0.08308 2.42539 -2.44116
31 S 1.48082 -0.47091 -4.82576
32 C -0.19548 -0.41761 -5.18936
33 C -0.97328 -0.28021 -4.07606
34 C -0.19868 -0.22281 -2.90866
35 C 1.14322 -0.31251 -3.11756
36 C 2.17642 -0.27151 -2.10876
37 C 3.53192 -0.34731 -2.42396
38 C 4.46282 -0.29751 -1.40336
39 C 4.02132 -0.15711 -0.09396
40 C 2.65692 -0.08701 0.13244
41 N 1.76062 -0.15661 -0.84016
42 H -0.51898 -0.49441 -6.20986
43 H -2.04578 -0.22171 -4.11176
44 H 3.83222 -0.44421 -3.45486
45 H 5.51792 -0.36241 -1.62036
46 H 4.72042 -0.13851 0.72584
47 H 2.25402 0.02779 1.12904
48 C -4.18308 2.62289 -2.68456
49 N -4.30198 1.19739 -2.82106
50 C -4.81118 0.53449 -3.90406
51 C -4.70838 -0.79081 -3.66206
52 N -4.13928 -0.94741 -2.41186
53 C -3.89118 0.29729 -1.90116
54 S -3.29538 0.75099 -0.39156
55 C -3.94688 -2.17121 -1.75316
56 C -4.70678 -3.28821 -2.10076
57 C -4.53568 -4.44811 -1.36726
58 C -3.65938 -4.44231 -0.29046
59 C -2.93948 -3.28791 -0.04646
60 N -3.05368 -2.18761 -0.77406
61 H -4.38548 3.08329 -3.64916
62 H -3.17458 2.87599 -2.35116
63 H -4.89078 3.00539 -1.94646
64 H -5.19648 1.05329 -4.75856
65 H -4.95258 -1.61851 -4.29326
66 H -5.42118 -3.25591 -2.90496
67 H -5.09358 -5.33621 -1.62056
68 H -3.53738 -5.30931 0.33494
69 H -2.24718 -3.22501 0.78254
70 N 0.28442 -2.94201 -0.87316
71 C 1.53092 -3.15391 -0.27806
72 C 1.68312 -2.90091 1.08534
73 C 2.93032 -2.99041 1.67474
74 C 3.99752 -3.33141 0.88204
75 C 3.89402 -3.61361 -0.45356
76 C 2.63642 -3.53011 -1.03636
77 S 5.66332 -3.24011 1.68664
78 O 6.54002 -3.74331 0.66454
79 O 5.68612 -1.80621 1.90264
80 O 5.43092 -4.06271 2.84684
81 H 0.22442 -3.27561 -1.82476
82 H -0.49898 -3.25171 -0.31996
83 H 0.82542 -2.59831 1.66434
84 H 3.07322 -2.78291 2.71994
85 H 4.76672 -3.88171 -1.02656
86 H 2.52262 -3.75761 -2.08526

Forces on atoms 1 to 6 (eV/Å):
1.010 1.106 -0.751
0.077 0.264 0.308
0.079 0.256 0.305
-0.152 -0.528 -0.694
0.138 0.032 0.077
0.026 -0.159 -0.069